The following is a quantum chemistry calculation of the molecule C4H6O2, from OMol25.

Element x y z (Å)
O1 -1.824 0.544 -0.070
C1 -0.723 -0.304 -0.380
C2 0.022 -0.773 0.844
C3 1.101 0.002 0.977
O2 1.346 0.834 -0.064
C4 0.417 0.432 -1.093
H1 -1.761 0.793 0.861
H2 -1.126 -1.112 -0.998
H3 -0.295 -1.555 1.517
H4 1.804 0.073 1.801
H5 0.947 -0.257 -1.766
H6 0.093 1.324 -1.629

As for the charge: 0. The value obtained for the relative energy (zero: lowest compared OMol25 entry of this formula, charge and spin) is 132.1 kJ/mol. Its SMILES is O[C@@H]1C=COC1. As for the strongest force on any atom: 0.410 eV/A.

The following is a quantum chemistry calculation of a structure of composition C19H14AsBrN4S6Ti, from OMol25.

Element x y z (Å)
Ti1 0.462 -0.330 0.570
S1 -0.777 -0.555 2.831
C1 -2.066 -0.472 1.739
N1 -1.801 -0.441 0.447
C2 -2.977 -0.313 -0.309
C3 -3.117 -0.249 -1.695
C4 -4.381 -0.136 -2.247
C5 -5.522 -0.095 -1.450
C6 -5.408 -0.170 -0.075
C7 -4.140 -0.275 0.476
S2 -3.738 -0.390 2.165
H1 -2.260 -0.289 -2.351
H2 -4.478 -0.085 -3.324
H3 -6.499 -0.005 -1.906
H4 -6.284 -0.144 0.560
S3 4.754 -1.760 0.938
As1 3.214 -1.539 -0.422
S4 2.465 0.549 -0.478
S5 1.263 -2.312 0.827
S6 3.102 -2.475 -2.260
C8 4.487 0.487 4.575
C9 3.368 1.089 3.779
C10 3.048 2.439 3.830
C11 2.008 2.948 3.061
C12 1.343 2.052 2.260
Br1 -0.071 2.579 1.104
N2 1.626 0.764 2.184
C13 2.616 0.283 2.933
H5 5.140 1.257 4.981
H6 5.077 -0.180 3.946
H7 4.095 -0.100 5.408
H8 3.614 3.106 4.469
H9 1.736 3.992 3.077
H10 2.835 -0.771 2.817
N3 -0.750 -0.960 -6.911
C14 -0.569 -0.889 -5.779
C15 -0.352 -0.781 -4.361
C16 -0.328 -1.906 -3.561
C17 -0.120 -1.745 -2.198
N4 0.037 -0.551 -1.633
C18 0.036 0.535 -2.420
C19 -0.166 0.474 -3.776
H11 -0.446 -2.895 -3.978
H12 -0.108 -2.598 -1.539
H13 0.199 1.486 -1.934
H14 -0.171 1.375 -4.372

As for the charge: 0. The value obtained for the relative energy (zero: lowest compared OMol25 entry of this formula, charge and spin) is 3.4 kJ/mol. As for the strongest force on any atom: 0.578 eV/A.

The following is a quantum chemistry calculation of a structure of composition C22H36O3OsP2 at a distorted geometry, from OMol25.

Element x y z (Å)
P1 -0.182 -2.332 -0.892
P2 0.112 1.497 -2.774
C1 -0.573 -1.432 -2.777
C2 0.186 -0.302 -3.473
H1 -1.646 -1.210 -2.695
H2 -0.464 -2.328 -3.394
H3 1.257 -0.538 -3.577
H4 -0.209 -0.130 -4.493
C3 -1.362 2.335 -3.487
H5 -1.905 2.899 -2.712
H6 -2.017 1.609 -3.990
H7 -1.023 3.067 -4.242
C4 1.265 2.441 -3.922
H8 0.785 2.528 -4.909
H9 2.238 1.961 -4.075
H10 1.399 3.461 -3.522
C5 -1.812 -3.314 -0.875
H11 -2.147 -4.067 -0.100
H12 -1.476 -3.985 -1.679
H13 -2.641 -2.670 -1.196
C6 1.163 -3.205 -1.710
H14 1.905 -2.472 -2.047
H15 0.692 -3.691 -2.577
H16 1.640 -3.958 -1.080
Os1 -1.196 -2.691 0.997
C7 0.407 2.633 -1.203
C8 -0.335 2.398 0.041
C9 -1.189 1.256 0.186
C10 -0.591 0.215 -0.761
C11 0.912 0.067 -0.576
C12 1.987 0.281 -1.466
C13 2.780 1.552 -1.423
C14 1.905 2.698 -0.858
C15 -0.075 -4.168 1.780
H17 0.082 3.622 -1.588
H18 -0.221 3.106 0.860
H19 -2.216 1.450 -0.178
H20 -1.253 0.752 1.163
H21 -1.288 -0.670 -0.581
H22 -1.007 0.492 -1.773
H23 1.236 -0.159 0.468
H24 2.588 -0.623 -1.715
H25 3.075 1.821 -2.447
H26 3.699 1.465 -0.809
H27 2.030 2.701 0.239
H28 2.265 3.644 -1.280
H29 0.877 -3.669 2.076
H30 0.170 -5.091 1.217
H31 -0.580 -4.415 2.744
O1 1.457 0.420 3.703
C16 0.321 0.595 4.411
C17 0.381 1.536 5.444
C18 -0.667 1.623 6.345
C19 -1.804 0.818 6.199
C20 -1.920 -0.064 5.121
C21 -0.875 -0.162 4.194
C22 -0.892 -1.052 3.027
O2 -1.949 -1.675 2.649
O3 0.173 -1.226 2.333
H32 1.250 -0.338 3.079
H33 1.274 2.158 5.514
H34 -0.583 2.343 7.156
H35 -2.611 0.880 6.933
H36 -2.804 -0.684 4.976

As for the charge: +2. Its spin multiplicity is 5. The value obtained for the relative energy (zero: lowest compared OMol25 entry of this formula, charge and spin) is 471.1 kJ/mol. As for the strongest force on any atom: 5.351 eV/A.

The following is a quantum chemistry calculation of a cluster of 5 separate species, C18H42BN2O9 in total at a distorted geometry, from OMol25.

Element x y z (Å)
C1 -0.020 2.437 -4.734
C2 0.692 1.400 -3.887
O1 1.827 1.174 -4.094
N1 -0.116 0.724 -2.911
C3 -0.415 -0.634 -3.220
C4 -1.603 -0.835 -4.129
O2 0.195 -1.577 -2.853
C5 0.201 1.032 -1.480
C6 1.630 0.522 -1.103
B1 2.746 1.595 -0.777
O3 3.320 2.411 -1.742
O4 3.182 1.804 0.521
C7 -0.082 2.536 -1.302
C8 -0.500 3.059 0.082
C9 0.664 3.548 0.966
C10 -1.278 4.368 -0.205
N2 -1.445 2.170 0.795
O5 -2.675 2.361 0.490
C11 -1.067 0.738 0.779
C12 -2.318 -0.051 1.292
C13 0.057 0.394 1.773
C14 -0.826 0.220 -0.648
H1 0.603 3.307 -4.886
H2 -0.132 1.968 -5.711
H3 -1.018 2.661 -4.379
H4 -2.260 0.025 -4.166
H5 -1.177 -0.940 -5.130
H6 -2.105 -1.769 -3.912
H7 1.616 -0.188 -0.285
H8 1.996 -0.053 -1.945
H9 4.158 1.998 -1.993
H10 3.475 0.975 0.926
H11 -0.936 2.738 -1.941
H12 0.699 3.172 -1.707
H13 1.109 2.768 1.564
H14 0.361 4.412 1.541
H15 1.440 3.880 0.283
H16 -1.723 4.749 0.704
H17 -0.523 5.095 -0.503
H18 -1.980 4.266 -1.018
H19 -2.756 0.449 2.141
H20 -1.929 -0.979 1.686
H21 -3.036 -0.222 0.505
H22 0.145 -0.672 1.908
H23 -0.181 0.872 2.718
H24 1.028 0.757 1.458
H25 -1.799 0.223 -1.132
H26 -0.501 -0.804 -0.546
C15 -0.970 -2.063 5.087
O6 -1.374 -1.170 4.046
H27 -1.013 -3.076 4.699
H28 0.054 -1.839 5.400
H29 -1.644 -1.976 5.944
H30 -1.334 -0.278 4.405
C16 5.606 0.170 2.822
O7 4.719 -0.746 2.178
H31 5.281 1.180 2.582
H32 5.578 0.033 3.905
H33 6.628 0.031 2.462
H34 5.014 -1.637 2.393
C17 -0.374 -6.118 3.087
O8 -0.344 -4.800 3.630
H35 -1.056 -6.713 3.688
H36 -0.730 -6.100 2.054
H37 0.620 -6.571 3.122
H38 0.262 -4.279 3.092
C18 -3.401 -3.826 -2.126
O9 -3.754 -2.945 -3.190
H39 -2.426 -3.522 -1.751
H40 -4.132 -3.763 -1.317
H41 -3.340 -4.856 -2.485
H42 -4.617 -3.217 -3.521

The value obtained for the calculated total energy is -1522.4905 hartree. As for the charge: 0. Its spin multiplicity is 2. As for the strongest force on any atom: 2.443 eV/A.

The following is a quantum chemistry calculation of a structure of composition C15H17HgNO4 at a distorted geometry, from OMol25.

Element x y z (Å)
Hg1 0.722 -1.635 0.887
C1 -1.793 -0.961 2.274
O1 -2.727 -0.575 2.783
C2 0.610 -3.012 3.153
O2 0.572 -3.550 4.168
C3 1.538 0.009 2.234
O3 1.958 0.898 2.761
C4 -0.878 -3.515 0.270
O4 -1.561 -4.301 -0.142
C5 4.511 -3.264 -1.265
H1 3.908 -3.629 -2.108
H2 4.859 -2.224 -1.324
C6 4.740 -4.019 -0.191
H3 5.285 -3.633 0.682
H4 4.334 -5.036 -0.101
C7 -3.001 2.944 -0.173
N1 -1.596 2.957 0.330
C8 -1.518 3.758 1.590
C9 -1.012 1.572 0.543
C10 -0.613 0.827 -0.734
C11 -0.760 1.372 -2.026
C12 -0.350 0.617 -3.145
C13 0.211 -0.671 -3.039
C14 0.357 -1.215 -1.772
C15 -0.046 -0.448 -0.690
H5 -3.621 2.503 0.608
H6 -3.057 2.363 -1.093
H7 -3.307 3.984 -0.346
H8 -1.010 3.422 -0.384
H9 -2.123 3.255 2.347
H10 -0.473 3.807 1.907
H11 -1.910 4.762 1.399
H12 -0.165 1.683 1.240
H13 -1.763 1.027 1.103
H14 -1.182 2.376 -2.128
H15 -0.467 1.035 -4.132
H16 0.538 -1.271 -3.891
H17 0.791 -2.213 -1.597

The value obtained for the calculated total energy is -1090.1688 hartree. As for the charge: +2. As for the strongest force on any atom: 4.079 eV/A.

The following is a quantum chemistry calculation of the molecule C4H9NO3 at a distorted geometry, from OMol25.

Element x y z (Å)
N1 -2.170 0.068 -0.614
C1 -1.471 -0.163 0.723
C2 0.025 0.028 0.442
O1 0.773 0.063 1.574
C3 0.725 -0.740 -0.638
O2 1.977 -1.377 -0.264
C4 0.676 0.785 -0.639
O3 1.821 1.404 -0.264
H1 -2.943 0.771 -0.433
H2 -2.464 -0.771 -1.058
H3 -1.697 -1.287 1.073
H4 -1.810 0.608 1.366
H5 1.666 -0.504 1.429
H6 0.270 -1.123 -1.541
H7 2.681 -0.721 -0.389
H8 0.123 1.339 -1.428
H9 1.818 1.621 0.661

As for the charge: 0. The value obtained for the relative energy (zero: lowest compared OMol25 entry of this formula, charge and spin) is 337.7 kJ/mol. Its SMILES is NC[C@@]1(O)[C@H](O)[C@@H]1O. As for the strongest force on any atom: 3.919 eV/A.